This record from the OMol25 dataset describes a molecular structure, C14H5F5IrN10O2S. The level of theory is ωB97M-V/def2-TZVPD.

```
38
Properties=species:S:1:pos:R:3:forces:R:3:nbo_charge:R:1
Ir -1.06600 0.22231 0.79855 0.1 -0.3 0.1 1.113
S -0.06669 -1.94948 0.72433 0.2 0.5 0.1 0.059
F 3.66391 -1.49737 2.20705 0.0 0.0 0.0 -0.385
F 1.75126 -4.35830 1.09555 0.0 0.0 0.0 -0.327
F 1.92502 -0.15749 -1.08678 0.1 0.0 0.0 -0.289
F 4.58867 -1.26232 -1.26075 0.0 0.0 0.0 -0.269
F 4.54076 -3.95298 -0.23607 0.0 0.0 0.0 -0.327
O -4.03572 2.90219 0.29328 0.0 0.0 0.0 -0.601
O -2.27609 1.81554 1.14606 0.0 0.0 0.0 -0.687
N -0.19084 0.15022 3.65678 0.0 0.0 0.0 -0.116
N -0.16335 1.81785 -1.48325 0.0 0.0 0.0 -0.137
N 0.05113 0.63545 2.42105 0.0 0.1 -0.1 -0.411
N 0.70235 2.71093 -1.78421 0.0 0.0 0.0 -0.072
N 1.50849 2.98991 -0.73923 0.0 0.0 0.0 -0.363
N 1.48606 1.52501 3.79416 0.0 0.0 0.0 -0.362
N -2.33460 0.02457 -0.82941 0.0 0.0 0.1 -0.442
N 0.06509 1.46636 -0.19552 -0.1 0.0 0.0 -0.298
N 1.62506 2.16748 1.49230 0.1 0.0 0.0 -0.589
N 0.66330 0.68079 4.45452 0.0 0.0 0.0 -0.081
C 1.08627 2.20974 0.23712 -0.1 0.1 0.0 0.466
C 1.07694 1.47011 2.54578 0.0 -0.1 0.0 0.450
C 2.36335 -1.24383 -0.46852 0.1 -0.1 0.1 0.207
C -3.24298 1.00754 -0.87238 0.0 0.0 -0.1 0.122
C -4.14819 1.11316 -1.90831 0.0 0.0 0.0 -0.199
C -3.13438 -0.81577 -2.89161 0.1 0.0 0.0 -0.241
C 1.55596 -2.08259 0.38344 -0.2 0.0 -0.3 -0.068
C -3.21127 2.01644 0.26480 0.0 0.0 0.1 0.744
C 3.75313 -2.96583 0.30047 0.0 0.0 0.1 0.142
C -4.09317 0.18413 -2.93364 0.0 0.0 0.0 -0.147
C 3.59141 -2.81344 1.76409 0.0 0.0 -0.1 0.061
C 3.59486 -1.76723 -0.56868 0.0 0.0 0.0 0.450
C -2.26321 -0.86448 -1.82006 0.0 0.0 0.0 0.074
C 2.39363 -3.16687 0.88432 0.0 0.0 0.0 0.159
H -4.85518 1.92966 -1.88486 0.0 0.0 0.0 0.254
H -3.04730 -1.54788 -3.68143 0.0 0.0 0.0 0.228
H 2.40751 2.76900 1.68109 0.0 0.0 0.0 0.433
H -1.48071 -1.60552 -1.73595 0.0 0.0 0.0 0.227
H -4.78449 0.24300 -3.76408 0.0 0.0 0.0 0.221
```
Forces are in eV/Å.

Computed properties:
molecular weight	664.54	g/mol
2S+1	1
calculated total energy	-60854.050	eV
net charge	-1


This record from the OMol25 dataset describes a molecular structure, C14H7BrIrO3S9 in a non-equilibrium geometry. The level of theory is ωB97M-V/def2-TZVPD.

```
35
Properties=species:S:1:pos:R:3:forces:R:3:nbo_charge:R:1
Ir -0.03472 -0.99353 0.42778 -1.1 -1.0 0.4 0.701
Br -4.78462 5.17333 -3.42854 0.0 0.0 0.0 0.038
S 5.15575 -3.99897 -1.79762 0.0 0.0 0.0 -0.115
S 5.61178 -1.22722 -0.83022 0.0 0.0 0.0 0.469
S 2.91958 -2.20262 -0.99949 0.0 0.0 0.0 0.507
S 4.86500 1.51413 0.08485 -0.1 0.1 0.0 0.249
S -1.11603 -3.52268 4.30493 0.0 0.0 0.0 0.328
S -0.26730 -3.28430 0.08469 -0.4 1.1 0.0 -0.061
S 0.44602 -1.52616 2.64721 -0.2 0.7 -0.7 -0.060
S 1.67525 0.44407 -0.24184 -0.3 0.0 0.2 -0.041
S -1.76018 -5.15681 1.94651 0.0 0.0 0.0 0.326
O -1.32874 -0.35089 -1.27580 0.7 0.1 -0.2 -0.667
O -1.23741 0.84524 0.54632 1.0 -0.2 -0.1 -0.658
O -2.56264 -5.73000 4.39501 0.1 0.1 -0.1 -0.582
C -0.52595 -2.97262 2.75292 0.4 0.3 0.8 -0.417
C -0.82166 -3.70068 1.69284 0.1 -0.9 -0.5 -0.430
C -2.42200 1.76858 -1.31294 -0.1 0.0 0.1 -0.098
C -1.63111 0.69330 -0.64953 -0.2 0.1 -0.1 0.739
C -2.67643 2.95816 -0.64147 0.0 0.0 0.0 -0.159
C -3.38304 3.97596 -1.26504 0.1 -0.1 0.1 -0.256
C 4.59479 -2.55393 -1.24625 0.0 0.1 0.0 -0.575
C -3.82733 3.78136 -2.56196 0.0 0.0 0.0 -0.064
C 3.08926 -0.53884 -0.48425 -0.3 -0.2 0.0 -0.371
C -3.59607 2.59777 -3.24274 0.0 -0.1 0.0 -0.255
C 4.35567 -0.09843 -0.38109 0.3 0.0 -0.1 -0.463
C 4.24822 1.57283 1.78656 0.1 -0.1 0.0 -0.736
C -1.93980 -4.96981 3.69858 0.0 -0.1 0.1 0.194
C -2.88628 1.58934 -2.60910 0.0 0.0 0.0 -0.158
H -2.31579 3.07261 0.37214 0.0 0.0 0.0 0.240
H 3.21537 1.22909 1.81494 0.0 0.1 0.0 0.246
H -2.68653 0.65161 -3.11022 0.0 0.0 0.0 0.242
H 4.87832 0.97047 2.43683 0.0 0.0 0.0 0.214
H -3.58382 4.90425 -0.74901 0.0 0.0 0.0 0.226
H 4.29516 2.61876 2.08594 0.0 0.0 0.1 0.221
H -3.96273 2.46663 -4.25095 0.0 0.0 0.0 0.226
```
Forces are in eV/Å.

Computed properties:
molecular weight	783.93	g/mol
2S+1	1
calculated total energy	-191176.791	eV
net charge	-1


This record from the OMol25 dataset describes a molecular structure, C14H8BF4N2O4ReS. The level of theory is ωB97M-V/def2-TZVPD.

```
35
Properties=species:S:1:pos:R:3:forces:R:3:mulliken_spin:R:1
Re -0.22147 -0.08072 -0.02602 0.1 0.2 -0.2 0.916
S 2.17590 3.68723 0.44857 0.0 -0.1 0.0 0.020
F -0.12957 3.35924 -2.64906 0.1 0.1 0.0 0.000
F -1.45611 1.97784 -3.87912 0.0 0.0 -0.1 0.000
F -1.09296 1.16722 -1.17572 0.1 0.0 0.0 -0.003
F -2.39335 3.43528 -2.38751 -0.1 0.1 0.0 0.000
O 3.36562 -1.84064 -0.54323 0.0 0.0 0.1 0.039
O -1.69831 -0.44051 1.11992 0.0 0.0 0.1 -0.001
O -2.63209 -1.43352 2.91255 0.1 0.0 0.2 0.011
O 1.40436 -0.74800 -0.74957 0.0 0.0 -0.1 0.019
N 0.44572 -1.56500 1.31460 0.1 0.1 0.0 -0.025
N 0.80351 1.54541 0.64688 -0.1 0.0 0.1 -0.027
C 2.09851 -3.12913 1.94724 -0.1 0.1 -0.1 0.001
C 1.96157 3.79986 3.25537 0.0 0.0 0.0 0.004
C 1.69710 3.17794 2.03561 0.0 0.0 0.1 -0.004
C -0.36670 -1.97921 2.27624 -0.2 0.0 0.2 0.018
C 1.27159 -3.55038 2.98705 0.0 0.0 0.0 -0.001
C 1.38918 2.35134 -0.21306 0.0 0.0 -0.1 0.037
C 1.46077 3.21379 4.39697 0.0 0.0 0.0 -0.003
C 0.70509 2.03740 4.33029 0.0 0.0 0.0 0.002
C -1.69759 -1.26764 2.20530 0.0 -0.3 -0.3 -0.019
C 0.95368 1.99808 1.96487 0.1 0.1 0.1 0.006
C 0.01124 -2.98367 3.15019 0.0 0.1 -0.1 -0.001
C 0.44320 1.42076 3.12681 0.0 0.1 -0.1 -0.010
C 2.29376 -1.57323 -0.11953 -0.2 -0.1 0.0 0.000
C 1.63525 -2.12506 1.11850 0.2 -0.1 0.0 0.004
B -1.34069 2.91397 -2.96748 0.0 -0.2 0.1 -0.001
H 3.06900 -3.56792 1.76287 0.0 0.0 0.0 0.000
H 1.60069 -4.33516 3.65393 0.0 0.0 0.0 0.000
H 1.36771 2.17697 -1.27907 0.0 0.0 0.0 0.005
H -0.16564 0.53229 3.09016 0.0 0.0 0.0 0.011
H 0.31010 1.61113 5.24159 0.0 0.0 0.0 0.000
H 1.64517 3.67255 5.35785 0.0 0.0 0.0 0.000
H -0.67417 -3.30423 3.92202 0.0 0.0 0.0 0.000
H 2.53519 4.71470 3.30084 0.0 0.0 0.0 0.000
```
Forces are in eV/Å.

Computed properties:
molecular weight	573.31	g/mol
2S+1	2
⟨S²⟩	0.75
calculated total energy	-50330.049	eV
net charge	+1


This record from the OMol25 dataset describes a molecular structure, C14H8BF9MnN5O2S in a non-equilibrium geometry. The level of theory is ωB97M-V/def2-TZVPD.

```
41
Properties=species:S:1:pos:R:3:forces:R:3:nbo_charge:R:1
Mn -0.23796 0.27222 -0.13413 1.7 0.1 -0.2 1.238
S 2.01248 1.06222 0.27406 -0.6 -0.3 0.0 -0.300
F 2.79208 -0.53306 5.90870 0.0 0.0 0.0 -0.296
F 0.28464 -0.36243 4.84621 0.0 0.0 0.0 -0.289
F 4.63109 0.68632 1.77066 0.0 0.0 0.0 -0.303
F -2.82459 3.21936 1.01879 0.0 0.0 -0.1 -0.553
F -1.17659 3.88705 -0.44770 -0.1 0.0 0.0 -0.556
F -3.17196 3.07421 -1.25543 0.0 0.0 0.1 -0.562
F 4.94759 -0.03861 4.33069 0.0 0.0 0.0 -0.306
F -1.68146 1.64348 -0.23251 0.0 0.2 0.1 -0.605
F -0.02241 0.34638 2.24504 -0.6 0.0 0.3 -0.309
O -0.73920 -1.54883 -0.05098 0.4 -0.2 0.2 -0.820
O -1.46270 -3.63652 -0.23146 0.0 0.0 0.0 -0.650
N -1.64510 0.52900 -4.94668 -0.1 -0.4 0.0 -0.605
N -0.73566 0.70136 -2.81290 0.2 0.0 -0.1 -0.030
N 0.34690 -0.54767 -4.27126 0.0 0.0 0.0 -0.276
N 0.31314 0.17910 -2.18555 -1.4 0.1 0.1 -0.320
N -0.66372 0.25034 -4.01589 -0.1 0.1 -0.2 0.183
C 1.21382 0.27580 2.76930 -0.1 -0.1 -0.2 0.305
C 0.87074 -3.34996 -0.05596 0.0 0.0 0.0 -0.151
C 1.35164 -0.09707 4.08946 -0.1 0.0 0.0 0.278
C -0.55516 -2.82874 -0.11967 -0.2 0.1 -0.1 0.774
C 2.27485 0.57055 1.93047 0.2 0.1 -0.1 -0.263
C 1.06500 -4.72890 -0.06061 0.0 0.0 0.0 -0.168
C 2.62165 -0.18684 4.62784 0.0 0.0 0.0 0.240
C 2.34513 -5.25962 -0.00526 0.0 0.0 0.0 -0.231
C 1.97782 -2.51560 0.00158 0.0 0.0 0.0 -0.214
C 3.44876 -4.41638 0.05820 0.0 0.0 0.0 -0.216
C 3.26289 -3.04151 0.06008 0.0 0.0 0.0 -0.215
C 3.71333 0.07562 3.82298 0.1 0.0 0.0 0.302
C 3.53474 0.45229 2.50440 0.1 -0.1 0.0 0.302
C 0.94482 -0.57676 -3.08606 0.4 0.0 0.2 0.150
B -2.24807 3.04307 -0.22128 0.1 0.0 -0.1 1.371
H 1.85130 -1.44370 -0.00166 0.0 0.1 0.0 0.230
H 4.44850 -4.83127 0.10696 0.0 0.0 0.0 0.203
H 2.48431 -6.33406 -0.01151 0.0 0.0 0.0 0.203
H 4.11331 -2.37119 0.11032 0.0 0.0 0.0 0.212
H -2.19387 1.30524 -4.59828 0.1 0.1 0.0 0.402
H 1.84548 -1.12963 -2.87998 -0.1 0.0 0.0 0.233
H 0.19172 -5.36548 -0.10947 0.0 0.0 0.0 0.236
H -1.21132 0.69761 -5.84291 0.1 0.2 0.0 0.381
```
Forces are in eV/Å.

Computed properties:
molecular weight	547.05	g/mol
2S+1	2
⟨S²⟩	0.77
calculated total energy	-93488.606	eV
net charge	-1